1.
The following is a DFT calculation (wB97M-V/def2-TZVPD) of a molecular structure, C36H34N6O4PtS2.

highest occupied orbital energy (spin up / spin down)	-13.311 / -13.311	eV
strongest force on any atom	0.6	eV/A
energy above the lowest of the compared OMol25 structures with the same formula, charge and spin	10.8	kcal/mol

The geometry in ORCA input format:
```
! wB97M-V def2-TZVPD RIJCOSX def2/J DEFGRID3
* xyz 2 1
Pt -0.15788 0.52720 0.75998
C -0.01262 -0.44735 -3.79426
O 0.03303 -0.73525 -2.39484
C -0.65001 -1.80539 -1.95242
C -1.36805 -2.67372 -2.77064
C -2.07418 -3.73075 -2.22198
C -2.08008 -3.95427 -0.84880
C -1.33506 -3.12626 -0.03364
C -0.61440 -2.06878 -0.57879
N 0.31885 -1.38074 0.26417
N 1.14302 -2.08883 0.88064
C 1.98240 -1.82981 1.85442
C 2.01205 -0.55833 2.53235
O 1.21893 0.40601 2.24465
C 2.96685 -0.35350 3.56089
C 3.81363 -1.35479 3.91156
C 3.81478 -2.64096 3.28184
C 4.71350 -3.63944 3.68500
C 4.70477 -4.86854 3.06785
C 3.79621 -5.11749 2.03643
C 2.90427 -4.14736 1.62531
C 2.90286 -2.89701 2.24447
H 0.42502 -1.26222 -4.37250
H -1.03786 -0.25892 -4.11733
H 0.58221 0.45111 -3.92988
H -1.38399 -2.51697 -3.83938
H -2.62365 -4.39301 -2.87784
H -2.62681 -4.78595 -0.42772
H -1.26331 -3.31135 1.03072
H 2.97821 0.60893 4.05214
H 4.52699 -1.18240 4.70927
H 5.41027 -3.42895 4.48634
H 5.39573 -5.63970 3.37801
H 3.79025 -6.08460 1.55177
H 2.20616 -4.35357 0.82556
C -4.71341 -0.16488 -6.25255
C -4.24762 0.23846 -4.88451
C -4.11894 1.58051 -4.53419
C -3.71174 1.95560 -3.26484
C -3.38852 0.97224 -2.33580
C -3.54771 -0.37368 -2.65066
C -3.96922 -0.72902 -3.91784
S -3.00703 1.37696 -0.67061
O -3.34266 0.22563 0.12202
O -3.58503 2.65628 -0.37130
N -1.35859 1.53606 -0.47312
C -0.64201 2.39439 -1.34169
C -1.12719 3.48208 -2.02286
C -0.29271 4.19631 -2.91226
C 1.01475 3.85586 -3.10488
C 1.57147 2.79650 -2.34952
C 2.92540 2.40006 -2.40039
C 3.38216 1.40241 -1.57960
C 2.49705 0.80517 -0.67449
N 1.23023 1.15944 -0.61880
C 0.73597 2.10909 -1.45537
H -4.94420 0.70218 -6.86728
H -5.60759 -0.78558 -6.18562
H -3.94888 -0.75194 -6.76373
H -4.37374 2.34626 -5.25549
H -3.70296 2.99843 -2.99083
H -3.37965 -1.12547 -1.89482
H -4.11166 -1.77650 -4.15619
H -2.13780 3.81580 -1.85691
H -0.71270 5.04155 -3.44032
H 1.64358 4.40752 -3.79051
H 3.59768 2.89896 -3.08737
H 4.41374 1.08298 -1.59585
H 2.83401 0.04220 0.01763
C -3.60708 -1.87156 2.43117
N -3.99707 -0.49915 2.71926
C -3.20085 0.55488 2.66556
S -1.44796 0.36667 2.71969
N -3.70266 1.76675 2.81170
C -2.96590 3.03163 2.82814
H -4.33836 -2.53594 2.88359
H -2.63331 -2.07223 2.86858
H -3.57004 -2.03721 1.35416
H -4.99140 -0.31782 2.71623
H -4.70970 1.84599 2.85070
H -2.64289 3.29755 1.82357
H -2.11318 2.96171 3.49721
H -3.64305 3.79512 3.19974
*
```

2.
The following is a DFT calculation (wB97M-V/def2-TZVPD) of C22H31N3OS in the gas phase.

highest occupied orbital energy	-7.906	eV
strongest force on any atom	0.9	eV/A
energy above the lowest of the compared OMol25 structures with the same formula, charge and spin	11.4	kcal/mol
SMILES	Cc1cccc(C)c1NC(=S)N(Cc1ccco1)C1CCN(C(C)C)CC1

The geometry in ORCA input format:
```
! wB97M-V def2-TZVPD RIJCOSX def2/J DEFGRID3
* xyz 0 1
C 3.31896 -4.16728 -0.18470
C 1.91024 -4.21838 0.32313
C 1.57208 -4.98602 1.42577
C 0.26410 -5.03634 1.87373
C -0.72038 -4.33427 1.20477
C -0.42186 -3.55739 0.09183
C 0.90979 -3.48436 -0.32663
N 1.28866 -2.74263 -1.47009
C 0.88468 -1.50827 -1.89024
N 0.66118 -0.51668 -0.99358
C 1.28428 -0.55205 0.32730
C 0.39961 -0.12324 1.45201
C -0.53367 -0.79327 2.18875
C -1.02598 0.12940 3.14416
C -0.34967 1.28801 2.92794
O 0.51807 1.14471 1.91287
H -0.38931 2.24580 3.40733
H -1.77548 -0.05143 3.88661
H -0.82340 -1.81699 2.07689
H 2.16362 0.10469 0.32053
H 1.61768 -1.56886 0.52866
C 0.15453 0.76742 -1.48363
C -1.25500 1.06909 -0.97116
H -1.26698 1.15078 0.11480
C -1.73202 2.39224 -1.59236
N -0.86729 3.51754 -1.31472
C 0.46559 3.22223 -1.80217
C 1.07690 1.94908 -1.19306
H 2.06029 1.77386 -1.63376
H 1.19542 2.09624 -0.11999
H 1.12176 4.06953 -1.60158
H 0.39615 3.10136 -2.88788
C -0.88572 4.10228 0.02871
C -2.23993 3.98529 0.72576
H -3.02314 4.42218 0.11132
H -2.49591 2.95352 0.95270
H -2.20057 4.53189 1.66565
C -0.53884 5.59086 -0.09486
H -1.26552 6.07905 -0.73839
H 0.44814 5.73797 -0.52298
H -0.55762 6.06430 0.88377
H -0.13364 3.62267 0.67902
H -2.74743 2.61540 -1.26894
H -1.75234 2.27443 -2.68146
H -1.93596 0.26801 -1.26420
H 0.08934 0.66046 -2.57240
S 0.78512 -1.30540 -3.53927
H 1.61757 -3.30769 -2.24436
C -1.51489 -2.84114 -0.63802
H -2.47337 -3.31490 -0.43922
H -1.33855 -2.84658 -1.71177
H -1.57342 -1.80196 -0.31459
H -1.74667 -4.40025 1.53700
H 0.01032 -5.63448 2.73568
H 2.34008 -5.54861 1.93557
H 3.40774 -4.73821 -1.10975
H 4.00500 -4.59119 0.54356
H 3.61763 -3.14238 -0.40011
*
```

3.
The following is a DFT calculation (wB97M-V/def2-TZVPD) of a gas-phase ion, C3H8N3O (charge +1) in a non-equilibrium geometry.

highest occupied orbital energy	-12.740	eV
strongest force on any atom	5.1	eV/A
energy above the lowest of the compared OMol25 structures with the same formula, charge and spin	129.0	kcal/mol

The geometry in ORCA input format:
```
! wB97M-V def2-TZVPD RIJCOSX def2/J DEFGRID3
* xyz 1 1
C 0.19632 0.68101 0.03738
C -1.25726 1.02869 -0.42110
C -2.06610 -1.03783 0.09667
N 0.80850 1.67962 0.65500
N 0.61111 -0.53345 -0.29622
N 1.99319 -0.75964 0.04576
O -2.10184 0.18876 0.30183
H -1.65358 2.02234 -0.30121
H -1.10984 0.79101 -1.56097
H -1.66617 -1.60040 -0.67138
H -2.63020 -1.69333 0.88910
H 1.84542 1.51324 0.91187
H 2.41369 0.21314 0.01755
H 2.38023 -1.41235 -0.66558
H 2.23653 -1.08080 0.96129
*
```